Here is a molecular structure, C30H41AlAsBrO4S2Si at a distorted geometry from the OMol25 dataset. Energies are from wB97M-V/def2-TZVPD.

Last column: Löwdin charge in e.
Element x y z (Å)
Al1 -1.35 -0.49 1.58  -0.4310
S1 -2.15 -2.05 0.20  0.7181
C1 -3.84 -1.63 -0.20  -0.6180
C2 -4.71 -2.68 -0.46  -0.1151
C3 -6.02 -2.43 -0.85  -0.0792
C4 -6.48 -1.12 -0.97  -0.0807
C5 -5.62 -0.07 -0.70  -0.0842
C6 -4.30 -0.32 -0.33  -0.3949
As1 -3.05 1.04 0.18  1.3835
C7 -4.10 2.66 0.25  -0.3548
C8 -4.85 2.90 1.40  -0.1039
C9 -5.64 4.03 1.48  -0.0712
C10 -5.68 4.94 0.43  -0.0843
C11 -4.93 4.71 -0.71  -0.0823
C12 -4.14 3.57 -0.80  -0.0958
C13 -2.03 1.29 -1.45  -0.3719
C14 -2.20 0.49 -2.57  -0.0891
C15 -1.37 0.65 -3.68  -0.0811
C16 -0.37 1.62 -3.67  -0.0947
C17 -0.19 2.42 -2.55  -0.0940
C18 -1.01 2.25 -1.44  -0.1202
H1 -4.36 -3.70 -0.36  0.1010
H2 -6.69 -3.26 -1.04  0.1050
H3 -7.50 -0.92 -1.26  0.1033
H4 -5.96 0.95 -0.78  0.1037
H5 -4.79 2.22 2.24  0.0991
H6 -6.22 4.22 2.38  0.1068
H7 -6.29 5.83 0.51  0.1027
H8 -4.95 5.41 -1.53  0.1028
H9 -3.56 3.39 -1.70  0.0965
H10 -2.98 -0.26 -2.59  0.1036
H11 -1.51 0.02 -4.55  0.1068
H12 0.27 1.74 -4.53  0.1052
H13 0.58 3.17 -2.54  0.1076
H14 -0.85 2.87 -0.56  0.1154
O1 -2.56 2.02 3.35  -0.2943
S2 -1.48 1.08 3.49  0.4347
O2 -0.68 1.16 4.67  -0.2592
O3 -2.02 -0.38 3.26  -0.2869
O4 -0.59 1.08 2.19  -0.3640
C19 2.52 1.53 0.11  -0.0905
C20 3.30 0.56 1.00  -0.6147
C21 2.94 0.92 2.45  -0.0904
C22 4.80 0.81 0.78  -0.0847
Si1 2.91 -1.25 0.54  0.5917
Br1 0.87 -1.67 1.59  0.8003
C23 4.00 -2.55 1.41  -0.6277
C24 4.31 -2.12 2.85  -0.0978
C25 3.37 -3.96 1.49  -0.1100
C26 5.32 -2.68 0.62  -0.0832
C27 2.49 -1.57 -1.28  -0.6178
C28 2.29 -3.08 -1.54  -0.0930
C29 3.67 -1.09 -2.15  -0.0794
C30 1.21 -0.86 -1.76  -0.1036
H15 2.75 2.55 0.43  0.0972
H16 1.44 1.40 0.20  0.0687
H17 2.78 1.46 -0.95  0.0666
H18 3.22 1.96 2.62  0.0957
H19 3.47 0.31 3.19  0.0642
H20 1.87 0.83 2.65  0.0476
H21 5.01 1.86 0.99  0.0923
H22 5.12 0.60 -0.24  0.0738
H23 5.43 0.22 1.46  0.0630
H24 3.41 -2.00 3.45  0.0806
H25 4.88 -1.20 2.90  0.0625
H26 4.92 -2.91 3.32  0.0899
H27 2.38 -3.95 1.94  0.0445
H28 4.01 -4.58 2.12  0.0882
H29 3.29 -4.44 0.52  0.0633
H30 5.86 -1.74 0.54  0.0702
H31 5.16 -3.07 -0.39  0.0651
H32 5.96 -3.40 1.14  0.0933
H33 3.21 -3.65 -1.39  0.0641
H34 1.99 -3.21 -2.59  0.0906
H35 1.50 -3.51 -0.92  0.0806
H36 4.60 -1.63 -1.93  0.0702
H37 3.87 -0.02 -2.02  0.0636
H38 3.43 -1.26 -3.20  0.0931
H39 0.34 -1.09 -1.15  0.0246
H40 1.00 -1.20 -2.77  0.0926
H41 1.32 0.23 -1.80  0.0499

Its energy above the lowest of the compared OMol25 structures with the same formula, charge and spin is 13.8 kJ/mol. As for the spin multiplicity: 1. The lowest unoccupied orbital energy is 0.433 eV. For the orbital gap, the calculation gives 8.89 eV. As for the HOMO energy: -8.454 eV. As for the max |F|: 1.035 eV Å⁻¹.



Here is a molecular structure, C30H41AlN3OS at a distorted geometry from the OMol25 dataset. Energies are from wB97M-V/def2-TZVPD.

Last column: Löwdin charge in e.
Element x y z (Å)
Al1 -0.81 0.37 -0.12  0.0800
C1 -1.72 1.36 2.53  -0.1615
C2 -2.56 0.10 2.36  -0.1139
N1 -2.49 -0.41 0.91  -0.0345
C3 -3.91 -0.34 0.38  -0.1817
C4 -3.91 0.23 -1.02  -0.3350
S1 -2.57 1.41 -1.59  1.0478
C5 -2.82 2.98 -0.69  -0.3746
C6 -2.56 2.84 0.81  -0.2304
N2 -1.40 2.01 1.23  -0.0655
H1 -0.76 1.01 2.92  0.0974
H2 -2.11 2.09 3.22  0.1302
H3 -3.62 0.33 2.60  0.1208
H4 -2.17 -0.69 2.99  0.1169
H5 -2.22 -1.39 1.05  0.1135
H6 -4.49 0.26 1.08  0.1040
H7 -4.31 -1.34 0.47  0.1372
H8 -4.83 0.83 -1.25  0.1033
H9 -3.87 -0.58 -1.78  0.0980
H10 -3.81 3.37 -0.85  0.0882
H11 -2.07 3.69 -1.12  0.1036
H12 -3.44 2.41 1.39  0.1345
H13 -2.47 3.87 1.25  0.1434
H14 -0.63 2.71 1.38  0.1588
N3 0.52 1.17 -1.51  0.0945
C7 0.23 1.06 -2.92  -0.2568
C8 0.67 2.14 -3.72  -0.0281
C9 0.34 2.26 -5.08  -0.0384
C10 -0.41 1.19 -5.66  -0.0583
C11 -0.72 0.08 -4.92  -0.0148
C12 -0.44 -0.03 -3.51  -0.1457
C13 -0.79 -1.20 -2.74  -0.1996
C14 -1.12 -2.38 -3.46  -0.0341
C15 -1.25 -3.58 -2.83  -0.0769
C16 -1.02 -3.68 -1.43  -0.0479
C17 -0.71 -2.50 -0.73  -0.1044
C18 -0.79 -1.26 -1.35  -0.1368
H15 1.43 0.85 -1.24  0.1155
H16 0.47 2.18 -1.27  0.1230
H17 1.37 2.85 -3.26  0.1189
H18 0.69 3.12 -5.60  0.0918
H19 -0.70 1.19 -6.71  0.1081
H20 -1.22 -0.79 -5.36  0.1045
H21 -1.25 -2.32 -4.54  0.0973
H22 -1.51 -4.48 -3.39  0.1079
H23 -1.01 -4.67 -0.96  0.1051
H24 -0.45 -2.59 0.32  0.0687
C19 1.76 -4.13 1.83  -0.0613
C20 1.73 -2.68 2.43  -0.3542
C21 0.46 -2.29 3.16  -0.0771
C22 2.30 -1.75 1.40  -0.1332
C23 3.44 -2.13 0.65  -0.0475
C24 4.24 -1.16 0.06  -0.1031
C25 3.96 0.18 0.28  -0.0799
C26 2.96 0.57 1.18  -0.1479
C27 3.16 1.84 1.99  -0.3415
C28 2.37 1.91 3.33  -0.0337
C29 3.06 3.07 1.07  -0.0710
C30 1.87 -0.38 1.24  -0.2295
O1 0.57 -0.05 1.12  -0.0614
H25 1.14 -4.85 2.38  0.0756
H26 2.80 -4.53 1.73  0.0809
H27 1.40 -4.13 0.80  0.0683
H28 2.51 -2.67 3.21  0.1463
H29 -0.45 -2.36 2.50  0.0588
H30 0.47 -1.30 3.63  0.0748
H31 0.24 -3.03 3.99  0.1012
H32 3.68 -3.19 0.59  0.0961
H33 5.12 -1.48 -0.54  0.1100
H34 4.61 0.95 -0.15  0.1124
H35 4.22 1.82 2.26  0.1383
H36 2.94 1.47 4.14  0.0805
H37 1.44 1.37 3.33  0.0338
H38 2.12 2.97 3.54  0.0830
H39 2.03 3.38 0.88  0.0506
H40 3.53 2.88 0.12  0.0609
H41 3.52 3.95 1.59  0.0957

Its energy above the lowest of the compared OMol25 structures with the same formula, charge and spin is 159.5 kJ/mol. Its total charge is +1. As for the spin multiplicity: 1. The lowest unoccupied orbital energy is -2.551 eV. For the orbital gap, the calculation gives 6.85 eV. As for the HOMO energy: -9.405 eV. As for the max |F|: 2.705 eV Å⁻¹.



Here is a molecular structure, C30H41AsN3O6PtS2Si2 at a distorted geometry from the OMol25 dataset. Energies are from wB97M-V/def2-TZVPD.

Last column: Löwdin charge in e.
Element x y z (Å)
Pt1 12.71 3.55 13.13  0.8541
O1 13.43 1.98 6.84  -0.2431
As1 13.19 0.26 7.29  1.1566
O2 14.07 -0.75 6.23  -0.4996
O3 13.95 -0.11 8.95  -0.4004
C1 11.19 -0.11 7.35  -0.1982
C2 10.81 -1.30 6.69  -0.0953
C3 9.48 -1.59 6.57  -0.1042
C4 8.48 -0.76 7.05  -0.0807
C5 8.84 0.46 7.56  -0.0478
C6 10.20 0.74 7.84  -0.2611
S1 10.64 2.17 8.75  0.4647
O4 9.58 2.50 9.67  -0.3217
O5 10.94 3.11 7.67  -0.3224
O6 11.89 1.78 9.48  -0.3859
H1 12.74 2.51 7.27  -0.0069
H2 11.58 -1.91 6.21  0.1012
H3 9.26 -2.48 6.00  0.1021
H4 7.44 -1.12 6.98  0.1172
H5 8.15 1.28 7.70  0.1171
C7 15.61 -2.48 9.17  -0.1539
Si1 15.53 -0.57 9.24  0.4544
C8 16.73 0.61 8.34  -0.1556
C9 15.74 -0.14 11.06  -0.2445
C10 15.58 1.14 11.54  -0.0875
C11 15.80 1.51 12.89  -0.1143
C12 16.30 0.54 13.76  -0.0946
C13 16.22 -0.80 13.37  -0.1092
C14 16.00 -1.12 12.03  -0.1134
H6 16.57 -2.89 9.39  0.0117
H7 15.36 -2.69 8.13  0.0218
H8 14.86 -2.93 9.82  0.0323
H9 17.69 0.67 8.86  0.0204
H10 16.26 1.60 8.18  0.0361
H11 16.81 0.17 7.29  0.0426
H12 15.25 1.95 10.87  0.0916
H13 15.67 2.54 13.20  0.0291
H14 16.74 0.85 14.70  0.0963
H15 16.28 -1.62 14.06  0.0912
H16 16.05 -2.18 11.78  0.0855
C15 10.65 3.99 12.58  -0.2258
C16 9.64 3.27 13.27  -0.3387
C17 9.33 3.51 14.63  -0.0292
C18 8.22 2.86 15.23  -0.0360
C19 7.60 1.83 14.51  -0.2772
C20 7.77 1.68 13.13  -0.0263
C21 8.80 2.40 12.56  -0.0430
C22 6.72 0.84 15.08  -0.2065
N1 5.81 0.17 15.36  0.1175
H17 10.63 5.08 12.83  0.0701
H18 10.66 3.88 11.48  0.0497
H19 9.93 4.19 15.25  0.1138
H20 7.93 3.07 16.26  0.1111
H21 7.20 0.94 12.55  0.1235
H22 9.05 2.26 11.49  0.0821
C23 15.80 5.85 11.63  -0.2054
Si2 13.98 6.11 11.64  0.3850
C24 13.43 6.62 13.41  -0.2342
C25 13.42 7.37 10.36  -0.1826
C26 13.30 4.38 11.22  -0.3575
H23 16.28 6.86 11.75  0.0449
H24 15.99 5.47 10.60  0.0385
H25 16.12 5.12 12.41  0.0400
H26 13.77 7.65 13.50  0.0103
H27 14.03 6.01 14.14  -0.0083
H28 12.38 6.51 13.66  -0.0003
H29 13.69 8.41 10.57  0.0227
H30 12.35 7.37 10.31  0.0176
H31 13.79 7.07 9.38  0.0261
H32 12.43 4.30 10.51  0.0125
H33 14.14 3.78 10.83  -0.0239
S2 13.74 3.26 14.97  0.1905
C27 12.19 1.60 13.30  -0.4480
N2 11.75 0.88 12.25  0.0487
C28 11.47 -0.58 12.26  -0.1568
C29 11.93 -1.21 13.54  -0.1596
C30 11.59 -0.32 14.75  -0.1547
N3 11.96 1.08 14.53  -0.0468
H34 11.73 1.34 11.31  0.0873
H35 11.91 -1.00 11.34  0.1192
H36 10.38 -0.67 12.04  0.1256
H37 13.01 -1.38 13.46  0.1060
H38 11.49 -2.21 13.63  0.1169
H39 12.07 -0.57 15.69  0.1143
H40 10.51 -0.37 15.01  0.1193
H41 12.47 1.58 15.29  -0.0181

Its energy above the lowest of the compared OMol25 structures with the same formula, charge and spin is 0.0 kJ/mol. Its total charge is -1. As for the spin multiplicity: 5. The lowest unoccupied orbital energy (spin up / spin down) is 2.268 / 0.508 eV. For the orbital gap (spin up / spin down), the calculation gives 5.65 / 6.35 eV. As for the HOMO energy (spin up / spin down): -3.379 / -5.841 eV. As for the max |F|: 3.097 eV Å⁻¹.



Here is a molecular structure, C30H41BrCaN10O2S from the OMol25 dataset. Energies are from wB97M-V/def2-TZVPD.

Last column: Löwdin charge in e.
Element x y z (Å)
Ca1 0.63 -1.11 0.10  1.2482
C1 4.00 -1.72 -0.83  -0.0437
O1 2.95 -0.73 -0.79  -0.2261
C2 3.37 0.58 -0.94  -0.2233
C3 4.69 0.98 -1.01  -0.0441
C4 4.97 2.34 -1.17  -0.6662
Br1 6.77 2.88 -1.28  0.8232
C5 3.97 3.28 -1.25  -0.0447
C6 2.64 2.87 -1.15  -0.0735
C7 2.35 1.53 -1.00  -0.1960
O2 1.05 1.05 -0.91  -0.0809
C8 1.55 3.85 -1.30  -0.2780
N1 1.50 4.77 -2.20  0.2151
C9 0.26 5.40 -2.01  -0.2091
C10 -0.29 6.48 -2.70  0.0037
C11 -1.52 6.93 -2.28  -0.0671
C12 -2.20 6.33 -1.20  -0.0736
C13 -1.66 5.26 -0.52  -0.0228
C14 -0.43 4.81 -0.95  -0.1933
N2 0.39 3.74 -0.52  0.1215
H1 4.68 -1.59 0.01  0.1073
H2 4.54 -1.64 -1.77  0.1114
H3 3.50 -2.69 -0.75  0.0343
H4 5.50 0.28 -0.95  0.1077
H5 4.19 4.33 -1.40  0.1257
H6 0.45 1.82 -0.94  0.1033
H7 0.24 6.93 -3.52  0.1212
H8 -1.98 7.77 -2.79  0.1111
H9 -3.16 6.73 -0.90  0.1091
H10 -2.19 4.80 0.31  0.1086
H11 0.46 3.54 0.47  0.1643
C15 -1.03 -1.24 -2.53  -0.0524
N3 -2.35 -0.93 -2.07  -0.1028
C16 -3.34 -0.31 -2.93  -0.1041
C17 -4.55 -0.30 -2.01  -0.1054
N4 -3.92 -0.23 -0.69  -0.0736
C18 -4.80 -0.08 0.46  -0.0260
C19 -2.65 -0.71 -0.75  -0.3535
N5 -1.76 -0.94 0.18  -0.0394
C20 -2.17 -1.07 1.59  -0.2315
C21 -1.06 -1.79 2.36  -0.2456
N6 0.18 -1.01 2.40  -0.0569
C22 0.57 -0.37 3.47  -0.3480
N7 1.85 0.13 3.54  -0.1018
C23 2.67 0.26 2.37  -0.0349
C24 1.97 1.05 4.66  -0.1070
C25 0.88 0.53 5.58  -0.1041
N8 -0.08 -0.03 4.62  -0.0719
C26 -1.36 -0.49 5.12  -0.0248
H12 -1.08 -1.52 -3.58  0.1060
H13 -0.64 -2.11 -1.99  0.0474
H14 -0.33 -0.39 -2.45  0.0826
H15 -3.50 -0.90 -3.83  0.1311
H16 -3.05 0.70 -3.22  0.1334
H17 -5.14 -1.22 -2.10  0.1359
H18 -5.20 0.55 -2.17  0.1317
H19 -5.59 0.61 0.18  0.0984
H20 -4.28 0.35 1.31  0.0765
H21 -5.26 -1.03 0.76  0.1015
H22 -3.08 -1.67 1.68  0.1213
H23 -2.35 -0.10 2.05  0.1065
H24 -0.83 -2.71 1.81  0.0787
H25 -1.42 -2.10 3.33  0.0989
H26 2.85 -0.72 1.92  0.0846
H27 3.64 0.67 2.66  0.1114
H28 2.23 0.94 1.63  0.0855
H29 1.76 2.08 4.34  0.1317
H30 2.96 1.01 5.10  0.1328
H31 0.41 1.31 6.17  0.1311
H32 1.26 -0.25 6.24  0.1373
H33 -1.63 0.15 5.96  0.0993
H34 -1.32 -1.52 5.48  0.1029
H35 -2.14 -0.39 4.37  0.0792
C27 -0.66 -6.52 -0.44  -0.0096
N9 -0.08 -5.89 -1.62  -0.1141
C28 -0.19 -6.35 -2.92  -0.0214
C29 0.50 -5.50 -3.71  -0.0417
N10 1.01 -4.52 -2.87  0.0795
C30 0.65 -4.76 -1.59  -0.7502
S1 1.09 -3.90 -0.18  0.6113
H36 -1.13 -7.45 -0.75  0.1005
H37 -1.41 -5.86 0.00  0.0956
H38 0.12 -6.73 0.29  0.0926
H39 -0.73 -7.25 -3.16  0.1356
H40 0.67 -5.51 -4.77  0.1287
H41 1.62 -3.78 -3.15  0.1577

Its energy above the lowest of the compared OMol25 structures with the same formula, charge and spin is 20.3 kJ/mol. Its total charge is +2. As for the spin multiplicity: 1. The lowest unoccupied orbital energy is -4.261 eV. For the orbital gap, the calculation gives 8.49 eV. As for the HOMO energy: -12.746 eV. As for the max |F|: 0.207 eV Å⁻¹.



Here is a molecular structure, C30H41BrN6O3S2Si2Ti from the OMol25 dataset. Energies are from wB97M-V/def2-TZVPD.

Last column: Löwdin charge in e.
Element x y z (Å)
Ti1 0.63 0.76 0.85  1.0526
C1 0.55 2.48 4.54  -0.1652
Si1 -0.90 1.81 3.58  0.5036
C2 -2.54 2.61 4.04  -0.1560
C3 -1.15 -0.01 3.99  -0.1511
C4 -0.68 2.09 1.67  -0.3769
C5 -1.82 1.40 0.99  -0.4124
C6 -3.17 1.73 0.92  -0.0138
C7 -4.02 0.89 0.22  0.0038
C8 -3.52 -0.26 -0.41  -0.0183
C9 -2.17 -0.53 -0.31  -0.1110
N1 -1.37 0.28 0.40  -0.0421
Si2 -0.45 4.00 1.29  0.4878
C10 -0.28 5.06 2.82  -0.1654
C11 -1.95 4.61 0.36  -0.1629
C12 1.10 4.35 0.30  -0.1753
H1 0.25 3.32 5.17  0.0471
H2 1.37 2.82 3.90  0.0105
H3 0.95 1.70 5.20  0.0433
H4 -2.54 2.78 5.12  0.0554
H5 -3.37 1.93 3.83  0.0425
H6 -2.75 3.56 3.56  0.0258
H7 -1.65 -0.03 4.96  0.0540
H8 -0.22 -0.58 4.10  0.0225
H9 -1.80 -0.52 3.28  0.0392
H10 -3.54 2.62 1.40  0.1098
H11 -5.07 1.12 0.16  0.1289
H12 -4.16 -0.92 -0.96  0.1198
H13 -1.71 -1.38 -0.79  0.0464
H14 -1.06 4.94 3.57  0.0287
H15 -0.34 6.09 2.45  0.0555
H16 0.69 4.96 3.31  0.0352
H17 -2.82 4.74 1.01  0.0413
H18 -2.26 4.00 -0.49  0.0093
H19 -1.70 5.60 -0.03  0.0521
H20 1.99 4.20 0.91  0.0144
H21 1.06 5.42 0.05  0.0561
H22 1.22 3.79 -0.62  -0.0049
C13 6.00 5.28 4.78  -0.0266
C14 5.27 4.24 3.97  -0.2338
C15 5.14 4.37 2.59  -0.0024
C16 4.48 3.40 1.84  -0.0439
C17 3.95 2.30 2.51  -0.3091
C18 4.07 2.14 3.88  -0.0567
C19 4.73 3.12 4.60  -0.0074
S1 3.24 1.04 1.56  0.6913
O1 2.43 1.69 0.47  -0.3803
O2 4.19 0.07 1.11  -0.2120
N2 2.00 0.42 2.37  -0.1559
C20 1.76 -0.97 2.43  -0.3984
C21 2.42 -1.95 3.14  0.0381
C22 1.87 -3.22 3.09  0.0043
C23 0.71 -3.46 2.35  -0.0128
C24 0.13 -2.42 1.66  -0.0851
N3 0.68 -1.20 1.69  0.0173
H23 6.26 6.15 4.17  0.0847
H24 6.92 4.86 5.19  0.0985
H25 5.39 5.61 5.62  0.0932
H26 5.55 5.24 2.09  0.1271
H27 4.39 3.51 0.77  0.1266
H28 3.65 1.28 4.38  0.1156
H29 4.83 3.01 5.68  0.1303
H30 3.31 -1.72 3.71  0.1338
H31 2.34 -4.03 3.63  0.1296
H32 0.26 -4.44 2.33  0.1222
H33 -0.76 -2.56 1.06  0.0928
O3 1.75 -1.56 -4.85  0.1369
C25 1.56 -1.04 -3.65  -0.3037
C26 2.18 -1.52 -2.49  -0.0045
C27 1.87 -0.93 -1.30  -0.1193
N4 0.99 0.09 -1.17  -0.0740
C28 0.47 0.58 -2.30  -0.6684
Br1 -0.61 2.12 -2.14  0.9804
C29 0.70 0.06 -3.55  -0.0053
H34 2.35 -2.32 -4.83  0.1427
H35 2.88 -2.34 -2.52  0.1375
H36 2.33 -1.28 -0.38  0.1175
H37 0.25 0.48 -4.43  0.1331
N5 -1.26 -6.00 -1.80  0.1021
C30 -1.44 -4.77 -2.29  -0.9364
N6 -2.47 -4.59 -3.13  0.1021
S2 -0.42 -3.49 -1.86  0.6213
H38 -1.80 -6.79 -2.10  0.1181
H39 -0.46 -6.17 -1.22  0.0953
H40 -3.04 -5.35 -3.45  0.1176
H41 -2.57 -3.69 -3.56  0.0961

Its energy above the lowest of the compared OMol25 structures with the same formula, charge and spin is 16.3 kJ/mol. Its total charge is +2. As for the spin multiplicity: 1. The lowest unoccupied orbital energy is -6.219 eV. For the orbital gap, the calculation gives 6.98 eV. As for the HOMO energy: -13.199 eV. As for the max |F|: 0.131 eV Å⁻¹.



Which of these has the lowest energy above the lowest of the compared OMol25 structures with the same formula, charge and spin?
C30H41AsN3O6PtS2Si2